Entry 1:
120
Properties=species:S:1:pos:R:3:forces:R:3:lowdin_charge:R:1 method="wB97M-V/def2-TZVPD" smiles="CCOC(C)=O.CCOC(C)=O.CCOC(C)=O.CC(C)=O.CC(C)=O.CC(C)=O.BrCCBr.BrCCBr.BrCCBr.BrCCBr.BrCCBr.BrCCBr" homo_lumo_gap_ev=9.02 charge=0 e_homo_ev=-9.05 lumo_energy_ev=-0.03
C -2.61684 -5.87497 1.89885 0.3056 0.9949 -0.9734 -0.0319
C -3.03140 -4.55985 1.20675 -0.3592 -0.6979 1.1262 -0.5068
O -3.87769 -3.87216 1.71562 -0.3834 0.7701 0.3340 0.0555
C -2.49411 -4.22503 -0.14888 0.3647 -0.8170 -0.0609 -0.0464
H -3.23608 -6.12812 2.75941 -0.1649 0.1221 -0.3419 0.0846
H -1.58374 -5.76231 2.22764 0.0896 -0.1883 -0.0806 -0.0162
H -2.64527 -6.60640 1.09120 0.0871 -0.5035 0.3275 0.0840
H -3.20510 -4.71544 -0.81378 -0.1526 0.2185 -0.3690 0.1016
H -1.54840 -4.73671 -0.32755 0.1222 0.3012 -0.0514 0.0243
H -2.44406 -3.15279 -0.33830 -0.0216 -0.1615 0.0804 0.0705
C -4.60282 2.80562 3.16450 -0.0275 0.4483 0.0415 -0.0305
C -5.23995 2.43225 1.82098 2.3698 -0.1998 0.5507 -0.4876
O -6.34258 2.77644 1.53864 -1.3261 0.2777 -0.3669 0.0814
C -4.35575 1.61305 0.87995 -0.4250 0.2856 -0.2215 -0.0332
H -5.10053 3.67573 3.59264 -0.4108 -0.2867 0.0971 0.0799
H -3.55253 3.09624 3.14128 0.1215 -0.2590 -0.5565 0.0120
H -4.62998 1.95599 3.84677 -0.2358 -0.0625 0.0528 0.0693
H -3.28905 1.66550 1.09791 -0.1943 -0.1835 0.2147 0.0358
H -4.49918 1.96208 -0.14265 -0.1177 0.1344 -0.0131 0.0567
H -4.72151 0.58627 0.88716 0.1848 -0.1864 0.1859 0.0825
C -0.10053 -1.12072 0.61677 -0.5522 1.5396 0.2660 -0.0631
C -0.08878 0.40483 0.29312 0.4040 -0.2601 0.0021 -0.4174
O -1.06938 1.10670 0.48407 0.8460 -0.5828 -0.1368 0.0241
C 1.22221 0.94079 -0.30101 -1.4836 0.3099 0.3064 -0.0551
H -0.33857 -1.65691 -0.30189 0.0186 -0.1339 -0.0417 0.0547
H -0.89759 -1.21908 1.35375 -0.1113 -0.4158 -0.2089 0.0132
H 0.81878 -1.49201 1.06967 0.1189 0.2084 -0.3369 -0.0112
H 2.04754 0.61587 0.33252 0.0843 -0.0797 -0.3529 0.0528
H 1.19551 2.02790 -0.37584 0.0250 0.0426 0.3766 0.0662
H 1.28140 0.60760 -1.33714 0.1450 -0.3862 0.2409 0.0156
O 2.44795 2.64439 2.11789 -1.1907 -0.6034 0.9408 0.0661
C 2.89436 2.50702 3.24188 0.9546 -0.8545 -1.4917 -0.5405
O 2.54169 1.62897 4.20423 -0.0016 1.0794 0.5303 -0.0214
C 1.32319 0.85574 4.14104 0.9131 -0.5561 -1.1488 -0.2115
C 1.73459 -0.61300 3.94352 -1.0846 0.1110 -0.5709 -0.0922
C 4.15081 3.23940 3.59293 -0.7008 -0.2526 0.4749 0.0209
H 0.80240 1.30892 3.29754 -0.5112 -0.5611 -0.0441 0.0838
H 0.69556 0.91202 5.03043 0.5117 0.6837 0.2120 0.1053
H 0.89525 -1.19348 4.32648 0.2464 -0.2498 -0.1333 -0.0312
H 2.64838 -0.94568 4.43587 -0.0557 0.4698 0.2911 0.0838
H 1.84279 -0.86072 2.88756 0.0761 0.1290 0.0104 0.0023
H 4.69187 3.52332 2.69031 -0.0869 -0.1252 0.1704 0.0879
H 4.70897 2.59169 4.26896 0.2545 0.6039 0.1568 0.0920
H 3.72021 4.12644 4.05752 0.7344 0.2818 0.4571 0.0969
O 1.22614 2.44044 -4.59524 2.2426 2.6801 -0.4640 0.0371
C 1.78462 3.49423 -4.96595 -0.5420 -1.7741 1.2218 -0.4435
O 3.01716 3.98319 -4.54733 -1.0814 -1.1072 -0.5001 -0.0226
C 3.83445 3.20973 -3.62690 0.0593 0.0133 0.7248 -0.2310
C 3.47512 3.55947 -2.18925 -0.7301 -0.5690 -0.2916 -0.0712
C 1.14997 4.37900 -6.00214 -0.0501 0.1899 -0.2213 0.0152
H 4.89316 3.42857 -3.76590 -0.2167 0.4107 -0.7416 0.1201
H 3.71591 2.13456 -3.76130 -0.2374 0.2404 -0.4961 0.0145
H 2.66100 2.88032 -1.93613 -0.2439 0.2996 0.3789 0.0372
H 3.11941 4.58792 -2.12714 0.1941 -0.0117 0.1743 0.0729
H 4.28202 3.36031 -1.48402 0.1127 0.1672 -0.1273 0.0520
H 0.06191 4.31569 -5.98713 0.0920 -0.2414 0.3257 0.0672
H 1.44877 3.96825 -6.96655 0.1381 0.0984 -0.1260 0.0947
H 1.43048 5.43154 -5.96237 0.2808 -0.1987 0.1341 0.0877
O -1.82875 -1.20906 -2.74998 -1.9517 -2.2161 -0.8979 0.0324
C -2.94312 -1.73645 -2.86932 -0.3243 2.1016 -0.4105 -0.4672
O -3.48005 -2.47121 -3.90603 1.2371 0.6985 1.7876 -0.0047
C -2.59597 -2.77833 -4.93146 1.2514 0.1224 -2.4649 -0.2622
C -2.32088 -1.62502 -5.88926 0.1368 0.9837 0.5367 -0.0699
C -4.10272 -1.36638 -1.98512 0.9640 -0.0825 1.3945 0.0246
H -3.05509 -3.52956 -5.57408 -0.0615 -0.4552 0.5932 0.1238
H -1.61207 -3.09238 -4.58301 -0.2894 -0.4146 0.3814 0.0630
H -1.78787 -0.80627 -5.40587 0.0853 -0.0336 0.2572 0.0466
H -3.23349 -1.15419 -6.25473 -0.0726 -0.3290 -0.3299 0.0806
H -1.65686 -1.94786 -6.69110 -0.3205 -0.1715 -0.1893 0.0817
H -3.69537 -0.74609 -1.18675 -0.0890 0.4301 -0.1813 0.0750
H -4.44406 -2.23293 -1.41883 -0.5504 -0.1761 -0.4972 0.0818
H -4.87907 -0.83899 -2.53941 0.0047 -0.3216 0.0671 0.1039
Br 0.36695 5.79327 -0.41142 -0.2601 -0.0372 0.9763 0.6053
C -0.28687 5.76913 1.48475 0.7732 -0.3060 0.0882 -0.6145
C -0.76333 4.38518 1.85949 -0.7993 -0.6662 -0.2445 -0.6302
Br -0.92061 4.18651 3.86571 0.1511 0.1897 -1.2507 0.6006
H -1.01606 6.57506 1.56751 -0.0215 -0.3432 -0.0341 0.0616
H 0.57310 5.97347 2.12256 0.0686 0.3428 -0.3780 0.0423
H -0.14933 3.55906 1.50087 0.6045 0.3491 0.4191 0.0261
H -1.72450 4.12562 1.41576 -0.3072 0.3477 0.3862 0.0381
Br 3.40720 -0.04086 -2.51358 0.0411 -0.7598 -0.3919 0.8187
C 2.46918 -1.74340 -2.24453 0.7972 -0.2916 1.9315 -0.6840
C 1.40712 -2.02327 -3.21760 -0.3985 0.1940 -1.4372 -0.6474
Br 0.48531 -3.68546 -2.74290 0.3708 0.2200 -0.0340 0.6952
H 2.06972 -1.74323 -1.23037 -0.0408 0.4599 0.0303 0.0038
H 3.24655 -2.50555 -2.19069 -0.0167 0.0560 -0.4561 0.0571
H 1.85636 -2.13879 -4.20398 -0.3017 -0.2583 -0.0613 0.0684
H 0.64133 -1.25086 -3.28857 -0.0275 -0.1075 0.2330 0.0472
Br -2.02452 -0.23211 3.63195 -0.3671 -0.1779 0.6931 0.7236
C -2.92320 -1.40048 4.95579 0.0777 -0.1677 -0.2793 -0.6110
C -2.13146 -2.69825 5.13010 0.1526 -0.2455 0.1036 -0.6335
Br -0.51347 -2.37676 6.22461 -0.5493 -0.1595 -0.1254 0.6378
H -3.93627 -1.48809 4.56323 0.2296 -0.6549 -0.2736 0.0561
H -3.07358 -0.88335 5.90345 0.5933 0.1597 -0.0983 0.0560
H -1.76508 -3.19206 4.23009 -0.0387 0.6807 -0.2698 0.0400
H -2.65220 -3.51696 5.62673 -0.3508 0.5012 0.3864 0.0570
Br 6.57627 1.64533 -0.06618 -0.5912 -0.3698 0.4383 0.6455
C 5.07910 0.61709 0.68221 -1.4447 0.2660 0.5086 -0.7128
C 5.41090 -0.85196 0.67092 0.0903 0.2363 -0.1058 -0.6277
Br 3.87944 -2.03670 1.19599 0.7484 0.7537 -0.3176 0.6690
H 4.15700 0.90473 0.17713 0.4156 -0.1854 -0.6807 -0.0001
H 4.81840 0.89825 1.70255 0.7759 0.4032 0.1640 0.0524
H 6.17576 -0.95133 1.44112 0.0263 -0.7196 -0.3355 0.0575
H 5.72662 -1.14064 -0.33162 0.0146 -0.3658 0.3166 0.0420
Br -2.82352 4.20118 -1.77624 0.1991 -0.0012 -0.0414 0.6243
C -1.22441 3.24975 -2.34652 -0.0249 -0.6175 -0.4500 -0.7124
C -1.57550 1.97800 -3.13385 -0.1944 1.5546 0.4411 -0.6536
Br -2.44924 2.41644 -4.86135 0.4128 -0.3088 0.5910 0.5969
H -0.71787 2.91852 -1.43999 -0.0868 0.1521 0.0617 0.0165
H -0.56890 3.91540 -2.90804 -0.2601 0.0728 0.0800 0.0385
H -2.31376 1.45904 -2.52252 0.3204 -0.5301 -0.4402 0.0356
H -0.62100 1.48847 -3.32721 -0.4405 -0.3969 -0.2110 0.0395
Br 0.78615 -4.34177 1.32623 0.9078 -0.5816 0.0926 0.6655
C 2.25700 -5.69279 1.25895 -0.5035 -0.2221 0.2556 -0.5998
C 2.37832 -6.49039 2.54498 0.1196 -0.2313 0.5538 -0.6430
Br 0.71960 -7.50477 2.98633 0.8581 0.6188 -0.1168 0.5984
H 3.16085 -5.12136 1.04777 -0.0690 -0.0734 0.0879 0.0297
H 2.01740 -6.35673 0.42835 -0.0224 0.2457 0.0185 0.0588
H 2.73552 -5.91202 3.39704 -0.9101 0.4385 0.0838 0.0629
H 3.15670 -7.25343 2.54891 -0.1402 -0.2023 -0.8915 0.0546

---

Entry 2:
121
Properties=species:S:1:pos:R:3:forces:R:3:lowdin_charge:R:1 method="wB97M-V/def2-TZVPD" smiles="CCOC(=O)OC.CCOC(=O)OC.CCOC(=O)OC.CCOC(=O)OC.CCOC(C)=O.CCOC(C)=O.CCOC(C)=O.CCOC(C)=O.ClCCl" relative_energy_kcal_mol=88.8 homo_lumo_gap_ev=10.33 charge=0 e_homo_ev=-10.12 lumo_energy_ev=0.21
C 1.70314 -2.39461 3.35351 -0.5700 0.2948 0.9822 -0.9938
Cl 0.36398 -3.51715 3.85140 0.4126 0.4005 -0.2150 0.4764
Cl 3.20708 -3.26464 3.10103 -0.1810 0.0558 -0.4564 0.5524
H 1.31057 -1.79581 2.53166 0.5746 -0.4608 -0.3472 0.0119
H 1.89305 -1.71945 4.18789 -0.1512 -0.1716 -0.0663 0.0162
C -3.37473 -1.97110 3.39751 -0.6166 0.3893 0.2728 -0.0600
C -2.44349 -0.94888 2.75885 -1.1699 -2.9689 -0.5166 -0.2356
O -2.17512 -0.05638 3.80244 -0.5216 0.3243 0.1012 0.0813
C -1.26652 0.83505 3.57341 3.2178 1.3768 -2.3870 -0.5530
O -0.65907 1.01727 2.49981 -1.4935 -0.4572 2.1120 0.0808
O -0.98151 1.48294 4.69156 -2.3525 -0.5825 0.0751 0.0171
C 0.15068 2.24423 4.80978 2.4478 1.1786 0.4612 -0.0636
H -3.87607 -2.58591 2.65000 0.3794 -0.2912 0.0198 0.0812
H -4.18420 -1.43762 3.89579 -0.0822 0.1081 0.0653 0.0781
H -2.87017 -2.54409 4.17545 0.0266 -0.2228 -0.2616 0.0725
H -2.94870 -0.62194 1.85002 0.2394 1.2037 0.2535 0.1245
H -1.58705 -1.53472 2.42508 0.5897 0.6603 0.2019 0.0882
H 0.55499 2.74095 3.92778 -0.3839 -0.6235 -0.3904 0.0812
H 0.91738 1.58592 5.21828 0.3072 0.1906 -0.0113 0.1063
H 0.00727 3.07865 5.49627 -0.4950 -0.3065 0.2581 0.1047
C -3.98189 2.88424 5.78779 -0.0509 0.0492 0.3264 -0.0674
C -3.86770 4.44172 5.74518 -0.5306 -2.4025 -1.1907 -0.1482
O -2.64440 4.88862 5.09948 0.4015 0.8376 1.4525 0.0351
C -2.35469 4.70052 3.82881 1.5802 -0.8127 -0.4018 -0.5896
O -3.05711 4.20300 3.01078 -1.0005 -0.3332 -1.0181 0.1445
O -1.04077 5.03586 3.59419 -0.9026 0.8778 2.1906 -0.0348
C -0.36114 4.66265 2.42147 -0.5366 -0.0070 -0.8328 -0.0627
H -3.08225 2.42555 6.19809 0.0927 0.0648 -0.1330 0.0717
H -4.28390 2.34386 4.89064 0.5040 0.5704 -0.5017 0.0704
H -4.79346 2.59353 6.45484 -0.0484 0.3943 0.4371 0.0711
H -3.88581 4.74184 6.79289 0.5143 0.6591 -0.4263 0.1204
H -4.76007 4.77065 5.21266 0.2507 0.5962 -0.0079 0.1201
H -0.42422 3.57803 2.33359 0.1000 0.0923 -0.5647 0.0687
H 0.67131 5.00981 2.46175 -0.0173 -0.2022 0.6749 0.1000
H -0.75550 5.20717 1.56352 -0.4111 -0.4112 -0.1983 0.0977
C 6.96981 -0.82802 6.70867 -3.0365 -1.0634 -0.7884 -0.0336
C 5.64616 -0.42904 5.84911 1.3486 -0.8618 1.3733 -0.1899
O 6.10758 -0.51291 4.52519 0.3642 0.3933 -3.1034 -0.0049
C 5.29672 -0.24692 3.47004 -3.1226 1.9598 -0.1356 -0.5202
O 4.08036 0.01761 3.56224 2.7485 -1.0068 0.1677 0.0492
O 5.97419 -0.12662 2.30723 0.1569 -0.6815 0.6570 -0.0025
C 5.39074 0.20283 1.00943 -0.0366 0.3521 -0.3294 -0.0195
H 6.64088 -1.04323 7.72533 0.3343 1.3368 0.5431 0.0630
H 7.86089 -0.23435 6.50465 -0.3607 -0.0192 0.3468 0.0751
H 7.09362 -1.88931 6.49315 0.7178 0.0580 -0.9527 0.0628
H 5.20254 0.53449 6.09992 0.2975 0.1741 -0.2054 0.1181
H 4.86525 -1.18212 5.95483 0.0273 -0.0648 0.4183 0.1154
H 5.62272 -0.55848 0.26466 0.3261 -0.3579 0.5209 0.0932
H 5.86576 1.11975 0.66057 0.2440 0.0216 0.3351 0.0826
H 4.32237 0.37478 0.87851 -0.1815 -0.2626 1.1698 0.0761
C 4.24706 2.39107 -2.29067 0.2057 0.1859 1.3658 -0.0552
C 5.39637 3.23489 -2.80934 0.6509 0.1386 -1.1498 -0.2032
O 6.25201 3.65932 -1.74560 -0.3334 0.2598 2.3153 0.0055
C 7.53255 3.99246 -1.92153 -0.3186 -1.2987 -2.1479 -0.4724
O 7.98564 3.99911 -3.07821 0.4946 0.6289 3.6154 0.0964
O 8.08225 4.14007 -0.64104 -3.8577 -0.6214 -2.4402 -0.0068
C 9.41428 4.23110 -0.49506 3.6479 0.4464 -0.4924 -0.1233
H 4.67703 1.62483 -1.64563 -0.0256 -0.3924 -0.2511 0.0648
H 3.57601 1.93734 -3.02000 0.5086 0.1096 -0.3462 0.0819
H 3.60096 2.93480 -1.60146 0.0056 0.4143 -0.1043 0.0712
H 5.07696 4.13335 -3.33739 -0.1398 -0.0722 -0.0984 0.1283
H 6.04364 2.66135 -3.47280 -0.2519 -0.0475 -0.2790 0.1227
H 9.80935 3.71508 0.38001 -0.6932 -0.0049 0.3336 0.0974
H 9.72184 5.27518 -0.43670 0.1380 0.0847 0.0252 0.0989
H 9.95962 3.76582 -1.31618 -0.0580 0.1278 -0.3245 0.0977
O -6.20986 3.06128 -2.95604 0.2546 -0.9208 2.0441 0.0843
C -6.48509 2.28532 -2.04275 0.9142 0.9792 -1.4955 -0.5449
O -5.82828 2.07182 -0.88539 -0.5281 0.2788 -0.4005 -0.0243
C -4.66299 2.83210 -0.65306 1.1834 0.3536 -0.2368 -0.2257
C -3.73588 1.94249 0.16204 -0.1460 0.0243 -0.6256 -0.0562
C -7.62580 1.37940 -2.07255 -0.9796 0.1945 -1.0544 0.0080
H -4.91818 3.74889 -0.12159 -0.0451 0.0333 -0.0276 0.1294
H -4.28161 3.06941 -1.64620 0.3688 0.3325 0.2040 0.1171
H -4.36074 1.59458 0.98459 0.5289 -0.2537 0.2634 0.0805
H -2.79578 2.38903 0.48596 -0.3757 0.4323 0.3007 0.0707
H -3.41041 1.12523 -0.48160 -0.2800 -0.3765 0.1409 0.0745
H -8.15585 1.59180 -3.00101 -0.1917 -0.1031 0.1520 0.0922
H -8.22534 1.70899 -1.22401 -0.2765 -0.9530 0.1196 0.1013
H -7.26408 0.35279 -2.13018 -0.3656 -0.0456 0.6889 0.0999
O 1.79163 -3.69174 -6.81964 -1.6474 0.5058 2.9620 0.0619
C 1.02172 -3.84531 -5.84057 1.9909 -2.6821 -4.7782 -0.5204
O 0.36940 -2.93153 -5.21205 -1.1340 -0.0587 1.9366 0.0061
C 0.59091 -1.59215 -5.46860 0.0192 2.3818 -1.5744 -0.2344
C -0.34903 -0.72924 -4.61229 1.7864 -0.8721 1.0520 -0.0417
C 0.56242 -5.23999 -5.44693 0.0826 0.0118 0.9620 0.0245
H 0.45610 -1.40309 -6.53357 -0.2031 -0.1162 -0.1741 0.1256
H 1.64056 -1.34503 -5.30965 0.0411 0.0400 0.3729 0.1316
H -0.12049 0.33600 -4.64609 -0.4858 0.0224 -0.9005 0.0804
H 0.07135 -0.93290 -3.62747 -0.6801 -0.1989 0.5538 0.0443
H -1.39653 -1.02956 -4.63809 0.1360 0.3151 -0.2338 0.0844
H 0.78967 -5.37086 -4.38894 -0.0676 -0.0461 0.2041 0.0834
H 1.02274 -6.08347 -5.96144 0.1769 0.5916 -0.3353 0.0894
H -0.52087 -5.32982 -5.52769 0.0201 0.1544 -0.1393 0.0656
O -3.80893 -5.50528 -7.03356 0.9268 0.2076 -0.1052 0.1244
C -4.78542 -5.29949 -6.39377 -2.0440 -0.9606 1.1715 -0.5076
O -4.93804 -5.51926 -5.03230 0.3919 0.2756 0.0261 -0.0693
C -3.82740 -5.81385 -4.12273 0.9372 2.1293 -1.0504 -0.1405
C -2.84328 -4.52995 -4.02706 -0.2776 -2.2820 0.5759 -0.0540
C -6.19199 -4.94690 -6.92432 0.4252 0.5966 0.3873 0.0155
H -3.31263 -6.71323 -4.46071 0.1275 0.1565 -0.0962 0.1109
H -4.26491 -6.00122 -3.14214 -0.2013 0.0356 -0.2652 0.1095
H -3.24170 -3.76404 -3.36168 -0.4279 0.2989 -0.7526 0.0659
H -2.43537 -4.24636 -4.99727 -0.6738 0.4343 0.0168 0.0572
H -1.94698 -4.82209 -3.47988 0.0933 -0.4613 0.0838 0.0440
H -6.19453 -4.56110 -7.94375 0.2929 -0.2649 0.0637 0.0822
H -6.60885 -4.17596 -6.27626 0.0470 0.0715 0.0058 0.0780
H -6.88677 -5.78157 -6.83101 0.3320 -0.2140 -0.0724 0.0844
O 1.84203 -1.00789 0.00634 -1.1070 0.8451 -0.0088 0.0735
C 0.80381 -0.36571 -0.09431 2.0587 0.8556 -0.4978 -0.5072
O -0.38403 -0.91318 -0.11142 -1.0279 2.5702 -0.3035 -0.0060
C -0.59535 -2.25188 -0.19737 -0.2044 -2.6254 1.3301 -0.2751
C -0.79070 -2.72424 -1.59104 -0.0261 0.1316 -1.0948 -0.0541
C 0.70027 1.17943 -0.31048 0.3833 -1.5012 0.8457 0.0463
H -1.47075 -2.40452 0.43388 -0.1666 -0.3891 -0.1505 0.1176
H 0.22624 -2.80802 0.25405 0.1333 0.0081 0.1491 0.1267
H -1.56394 -2.14817 -2.09931 -0.0686 0.0429 -0.0037 0.0801
H -1.05804 -3.77708 -1.68133 0.0684 0.0174 0.3467 0.0764
H 0.13892 -2.57327 -2.13977 0.0153 -0.0959 -0.1235 0.0788
H 1.69009 1.58966 -0.11036 -0.0954 0.0885 -0.3066 0.0722
H 0.00324 1.57488 0.42836 -0.0560 -0.0397 -0.1895 0.0479
H 0.34022 1.37182 -1.32115 0.1231 0.0370 0.0411 0.0826